No. 1
ORCA calculation (wB97M-V/def2-TZVPD) on a molecular structure, C39H51N6OReSSb.

Output
2S+1: 3
frontier orbital gap (alpha / beta): 7.8 / 6.7 eV
total charge: +1
max |F|: 0.749 eV/Å

Last column: Löwdin charge in e.
Cartesian coordinates (Å):
Re 0.18247 -0.05652 -0.49980  1.005
C -1.13092 -0.23172 2.32504  -0.098
N -0.45689 0.77266 1.47226  -0.139
C -1.21189 2.03644 1.33163  -0.091
C -1.93710 2.07726 0.03561  -0.322
N -1.92275 1.11234 -0.84294  0.082
C -2.71067 1.58722 -1.90772  -0.206
C -3.11415 0.96017 -3.08246  -0.013
C -3.91399 1.66957 -3.95690  -0.065
C -4.33237 2.97810 -3.66394  -0.072
C -3.97397 3.59749 -2.48143  -0.005
C -3.16524 2.86701 -1.61915  -0.178
N -2.65466 3.15156 -0.35661  0.198
C -1.83436 -1.27819 1.53499  -0.345
N -1.79104 -1.39224 0.23760  0.074
C -2.54908 -2.55022 -0.04098  -0.196
C -2.92318 -3.12026 -1.25446  -0.019
C -3.73201 -4.24056 -1.22845  -0.071
C -4.17929 -4.79270 -0.01629  -0.078
C -3.83802 -4.22442 1.19629  -0.012
C -3.02969 -3.09368 1.14517  -0.179
N -2.54996 -2.25165 2.14217  0.183
H -0.37919 -0.71905 2.94011  0.134
H -1.84206 0.25776 2.99171  0.129
H 0.45027 0.97363 1.87789  0.075
H -1.91907 2.15346 2.15254  0.132
H -0.51538 2.86936 1.36833  0.125
H -2.82220 -0.05518 -3.29873  0.079
H -4.23615 1.20475 -4.88135  0.109
H -4.96046 3.50485 -4.37243  0.109
H -4.31400 4.59793 -2.23927  0.116
H -2.75990 4.01157 0.15414  0.175
H -2.59413 -2.69681 -2.19117  0.086
H -4.03531 -4.69950 -2.16318  0.108
H -4.81423 -5.67045 -0.03353  0.107
H -4.20060 -4.62925 2.13329  0.113
H -2.70794 -2.34153 3.12982  0.169
O 0.50139 -2.09206 0.98344  -0.261
N 1.73535 -2.45849 1.31993  -0.201
C 1.92807 -3.70875 1.80692  -0.014
C 3.17042 -4.12427 2.19762  -0.045
C 4.24461 -3.24162 2.07896  -0.050
C 4.03151 -1.98683 1.55887  -0.075
C 2.74953 -1.58355 1.16129  -0.608
S 2.40782 -0.03896 0.47861  0.758
H 1.03109 -4.30831 1.85130  0.142
H 3.29336 -5.12708 2.58406  0.116
H 5.24073 -3.54698 2.37714  0.118
H 4.84452 -1.28475 1.42483  0.117
C 0.79704 -1.67247 -5.92841  -0.093
C 0.24676 -1.01725 -4.65162  -0.660
C 0.03304 0.46966 -4.93566  -0.116
C -1.09143 -1.67259 -4.32702  -0.152
Sb 1.38579 -1.18326 -2.76641  1.592
C 1.62908 -3.36699 -2.53558  -0.668
C 2.86163 -3.68237 -1.69503  -0.106
C 0.37984 -3.87790 -1.82294  -0.129
C 1.76703 -4.12064 -3.85644  -0.109
C 3.37269 -0.31622 -3.23229  -0.667
C 3.78036 -0.56303 -4.68326  -0.113
C 3.25318 1.19106 -3.01079  -0.126
C 4.49236 -0.84209 -2.33001  -0.121
H 0.06870 -1.47563 -6.73042  0.095
H 0.90256 -2.74984 -5.85864  0.054
H 1.73961 -1.26189 -6.26298  0.058
H -0.55135 0.56903 -5.86192  0.098
H 0.96898 1.01753 -5.08147  0.074
H -0.53772 0.96057 -4.15131  0.033
H -1.81703 -1.45064 -5.12419  0.103
H -1.49597 -1.29990 -3.38925  0.014
H -1.01165 -2.75994 -4.24756  0.068
H 2.95109 -3.07773 -0.79559  0.049
H 3.77899 -3.57540 -2.26226  0.069
H 2.79610 -4.73649 -1.38724  0.096
H 0.14079 -3.33521 -0.90764  0.039
H 0.53764 -4.93579 -1.56233  0.098
H -0.49421 -3.84113 -2.47592  0.054
H 2.59802 -3.76587 -4.47244  0.079
H 0.85328 -4.09888 -4.44795  0.059
H 1.96368 -5.17726 -3.61914  0.097
H 3.15886 -0.00716 -5.38330  0.065
H 3.77486 -1.61995 -4.96378  0.075
H 4.80871 -0.19494 -4.81501  0.095
H 2.47396 1.65270 -3.62206  0.061
H 4.21136 1.65218 -3.29410  0.099
H 3.05669 1.44683 -1.96832  0.048
H 4.82126 -1.83684 -2.61111  0.065
H 4.24060 -0.83308 -1.26672  0.023
H 5.35560 -0.17440 -2.46982  0.095
C 1.34599 4.66050 -1.53868  -0.086
C 0.63283 3.87677 -2.44199  -0.075
C 0.37800 2.54051 -2.16229  -0.160
C 0.80194 1.91311 -0.97866  -0.394
C 1.50984 2.74019 -0.08411  -0.215
C 1.78636 4.08051 -0.35741  -0.084
H 1.56119 5.70071 -1.75758  0.103
H 0.27826 4.30491 -3.37483  0.109
H -0.18303 1.97500 -2.89126  0.049
H 1.89225 2.34031 0.84867  0.036
H 2.35591 4.66665 0.35631  0.105

---

No. 2
ORCA calculation (wB97M-V/def2-TZVPD) on a molecular structure, C39H52N4O2RuSe.

Output
2S+1: 2
frontier orbital gap (alpha / beta): 7.2 / 7.1 eV
total charge: -1
max |F|: 0.635 eV/Å

Last column: Löwdin charge in e.
Cartesian coordinates (Å):
Ru -1.50690 1.81019 0.52623  1.115
C 5.20977 -1.93705 2.63592  -0.073
C 3.70953 -2.21391 2.73892  -0.560
C 3.36109 -2.40351 4.22170  -0.053
C 3.40740 -3.51483 1.98127  -0.049
C 2.87115 -1.08036 2.15024  -0.179
C 1.48672 -1.14764 2.19236  -0.075
C 0.71259 -0.15236 1.62740  -0.369
Se -1.19692 -0.35463 1.62346  1.171
C -1.36247 -1.37737 0.02048  -0.387
C -1.31569 -2.75347 0.09238  -0.082
C -1.36953 -3.52843 -1.05816  -0.182
C -1.47645 -2.83063 -2.25774  0.007
C -1.52949 -1.44245 -2.37402  -0.079
C -1.48465 -0.65534 -1.19045  -0.353
O -1.54392 0.65044 -1.21681  -0.249
C -1.65700 -0.88478 -3.80428  -0.528
C -2.98187 -1.37345 -4.41298  -0.048
C -0.48344 -1.39599 -4.65979  -0.055
C -1.64196 0.64210 -3.91657  -0.077
C -1.30260 -5.05084 -0.96493  -0.561
C -2.48241 -5.57111 -0.13252  -0.052
C -1.35944 -5.71488 -2.34099  -0.072
C 0.01162 -5.46673 -0.28823  -0.054
C 1.25677 0.97814 0.99764  -0.331
O 0.49611 1.90604 0.43396  -0.260
C 2.67430 1.06803 0.96483  -0.082
C 3.42085 0.04001 1.53093  0.023
C 3.36257 2.25675 0.29096  -0.530
C 2.96257 2.29680 -1.19140  -0.036
C 2.96475 3.55844 1.00076  -0.035
C 4.89016 2.16491 0.34710  -0.079
H 5.76531 -2.76643 3.07972  0.080
H 5.48653 -1.02426 3.16765  0.086
H 5.53041 -1.83943 1.59685  0.084
H 3.96114 -3.20886 4.65423  0.079
H 2.30949 -2.65976 4.35552  0.075
H 3.55525 -1.48736 4.78274  0.089
H 3.97233 -4.34894 2.40733  0.081
H 3.67617 -3.41689 0.92764  0.090
H 2.34613 -3.76348 2.02903  0.070
H 0.98662 -1.99369 2.65211  0.100
H -1.23093 -3.21861 1.06982  0.099
H -1.53014 -3.40252 -3.17378  0.087
H -3.02701 -2.46215 -4.47109  0.072
H -3.10095 -0.97580 -5.42501  0.080
H -3.82601 -1.03322 -3.81057  0.093
H -0.46992 -2.48284 -4.74456  0.069
H 0.46768 -1.08059 -4.22570  0.089
H -0.55270 -0.98416 -5.67046  0.078
H -2.47701 1.09537 -3.38612  0.079
H -1.71300 0.90476 -4.97666  0.081
H -0.72009 1.05995 -3.51377  0.077
H -3.43086 -5.29519 -0.59702  0.090
H -2.47215 -5.15278 0.87491  0.076
H -2.44126 -6.66087 -0.04733  0.079
H -2.28871 -5.47737 -2.86261  0.085
H -1.30795 -6.80008 -2.22542  0.080
H -0.52307 -5.40425 -2.97067  0.085
H 0.08860 -5.05232 0.71820  0.069
H 0.86921 -5.10839 -0.86117  0.089
H 0.07569 -6.55595 -0.21032  0.079
H 4.49623 0.11991 1.48797  0.080
H 1.88217 2.32430 -1.30301  0.051
H 3.33074 1.40437 -1.70313  0.090
H 3.39742 3.17438 -1.67923  0.084
H 1.88601 3.67851 1.01574  0.054
H 3.41790 4.41655 0.49543  0.083
H 3.31712 3.54651 2.03484  0.091
H 5.26796 1.28445 -0.17739  0.083
H 5.25911 2.14141 1.37492  0.083
H 5.31368 3.04658 -0.13927  0.081
C -0.86651 3.62363 -1.80226  -0.070
N -1.57567 3.69886 -0.51962  -0.344
C -2.95126 4.15878 -0.76409  -0.084
C -0.89118 4.65466 0.38367  -0.162
C -1.26388 4.38609 1.81494  -0.247
C -1.29412 5.40136 2.76051  -0.063
C -1.58541 5.10004 4.08567  -0.112
C -1.84984 3.78658 4.44630  -0.111
C -1.82851 2.77867 3.48727  -0.115
C -1.53565 3.04794 2.15244  -0.226
H -0.83530 4.61163 -2.27890  0.096
H -1.38237 2.91687 -2.44643  0.064
H 0.14331 3.26479 -1.62658  0.065
H -2.93094 5.11737 -1.29729  0.091
H -3.46877 4.27755 0.18461  0.088
H -3.47946 3.41882 -1.36055  0.084
H -1.11583 5.68577 0.07946  0.126
H 0.17933 4.49503 0.25075  0.102
H -1.09687 6.42801 2.46731  0.102
H -1.61595 5.88766 4.82898  0.090
H -2.08194 3.54696 5.47769  0.092
H -2.05496 1.76212 3.79327  0.076
N -3.54495 1.66738 0.60644  0.024
C -4.65495 1.33529 0.48883  -0.313
N -5.88311 0.96928 0.47520  0.051
C -6.69841 1.32026 -0.50075  -0.438
N -7.48719 1.59567 -1.30490  0.057